Run 1
The following is a quantum chemistry calculation of 17 unconnected molecules or ions with the total composition H35O17, from the OMol25 dataset.

Computed properties:
- molecular weight (g/mol) = 307.26
- HOMO level (eV) = -13.37
- frontier orbital gap (eV) = 10.20

```
! RIJCOSX wB97M-V def2-TZVPD def2/J DEFGRID3
* xyz 1 1
O -0.55 1.35 3.55
O 3.20 3.49 0.27
O -0.31 1.34 -1.75
O -0.06 4.06 -1.65
O -3.66 -1.87 1.87
O -1.15 -1.78 2.14
O 0.75 -3.20 3.43
O 0.37 3.11 1.55
O -3.00 1.30 2.17
O 2.65 -2.55 -2.89
O -3.42 -1.48 -0.64
O 3.33 -3.39 0.64
O 3.02 0.53 -0.38
O -1.17 -1.25 -2.20
O 0.36 -0.74 0.42
O 1.99 0.26 -4.34
O -2.91 1.06 -2.87
H -2.63 -2.01 2.18
H 0.72 3.48 -1.53
H 3.26 -3.46 -0.32
H 2.39 3.79 -0.14
H -2.27 1.36 2.81
H 3.29 2.55 0.40
H 2.60 -3.93 0.99
H 2.44 -2.32 -3.80
H -2.90 2.18 1.73
H -3.44 -1.87 0.86
H 0.89 -0.03 0.06
H 0.02 4.56 -0.80
H -4.29 -1.35 -1.02
H -0.62 0.44 3.88
H -3.13 0.21 -2.39
H 3.48 -0.23 0.01
H 3.26 -1.86 -2.60
H 1.16 2.55 1.58
H 3.33 0.62 -1.29
H -3.62 -0.91 2.14
H 0.84 -0.95 1.22
H -1.07 -2.23 1.29
H -0.59 -2.37 2.68
H -0.39 -1.01 -1.68
H 0.51 3.67 2.33
H -2.81 -2.07 -1.15
H 2.18 0.76 -5.15
H 1.05 -3.81 4.12
H 1.49 0.93 -3.78
H -0.92 -1.07 -3.11
H -0.25 2.26 -2.07
H -1.11 0.95 -2.13
H 0.31 1.60 3.89
H -3.41 1.61 -2.24
H 0.79 -2.27 3.70
*
```

=====

Run 2
The following is a quantum chemistry calculation of 17 unconnected molecules or ions with the total composition H35O17, from the OMol25 dataset.

Computed properties:
- molecular weight (g/mol) = 307.26
- HOMO level (eV) = -13.40
- frontier orbital gap (eV) = 10.60

```
! RIJCOSX wB97M-V def2-TZVPD def2/J DEFGRID3
* xyz 1 1
O -2.77 -1.00 4.09
O -3.12 -2.19 0.71
O 0.05 2.67 4.33
O 0.71 -0.58 -0.51
O -1.50 0.91 -1.10
O 2.78 1.29 2.38
O 0.67 2.03 -0.61
O 2.40 -1.18 1.07
O 0.11 4.02 -2.90
O -0.51 -1.10 -2.96
O 0.48 1.34 1.55
O 0.07 -3.73 -1.62
O -2.87 3.52 -1.67
O -0.22 -4.72 1.40
O 2.97 1.56 -1.97
O 1.90 -1.89 -4.27
O -1.12 -0.30 1.99
H 0.34 -1.42 -0.10
H -0.35 -1.15 -2.02
H 0.67 1.97 4.19
H 2.32 -1.59 -5.12
H 1.63 -0.79 -0.61
H -1.16 -0.51 1.06
H 3.35 -1.27 0.94
H 3.22 1.23 -1.10
H -0.18 2.55 -0.56
H 0.56 1.48 -1.45
H 0.00 -4.74 -1.54
H -2.55 -2.77 0.09
H -1.24 0.59 -1.88
H 0.58 3.18 -3.14
H 2.42 -2.68 -4.16
H -3.99 -2.69 0.92
H 0.50 3.43 4.75
H -2.46 -1.86 4.45
H -3.71 -1.13 3.92
H 0.34 -4.46 2.06
H 1.99 -1.53 1.88
H -3.54 3.60 -2.22
H -0.55 1.15 1.75
H 0.81 0.59 1.91
H 2.78 2.00 3.03
H -0.33 -1.77 -3.46
H -0.85 3.82 -2.71
H 1.00 -3.61 -1.41
H -2.49 1.05 -1.07
H 0.36 1.26 0.08
H 3.46 1.03 -2.59
H -1.60 -1.10 2.32
H -1.16 -4.74 1.72
H -3.03 4.02 -0.90
H 2.93 1.73 1.60
*
```

=====

Quick look at relative energies in hartree: run 1 0.0000; run 2 0.1067.

=====

Run 1
The following is a quantum chemistry calculation of a gas-phase ion, C2H7IN (charge +1), from the OMol25 dataset.

Computed properties:
- SMILES string = C[NH2+]CI
- molecular weight (g/mol) = 171.99
- HOMO level (eV) = -14.13
- frontier orbital gap (eV) = 9.64

```
! RIJCOSX wB97M-V def2-TZVPD def2/J DEFGRID3
* xyz 1 1
I -3.09 0.00 0.00
N -0.06 0.45 0.00
C 1.40 0.18 0.00
C -0.94 -0.72 -0.04
H -0.92 -1.21 -0.92
H 1.58 -0.13 0.95
H -0.16 1.15 -0.71
H -0.44 1.05 0.71
H -0.89 -1.28 0.77
H 1.59 -0.53 -0.68
H 1.92 1.04 -0.09
*
```

=====

Run 2
The following is a quantum chemistry calculation of 2 unconnected molecules or ions with the total composition C2H7IN, from the OMol25 dataset.

Computed properties:
- molecular weight (g/mol) = 171.99
- HOMO level (eV) = -13.34
- frontier orbital gap (eV) = 8.23

```
! RIJCOSX wB97M-V def2-TZVPD def2/J DEFGRID3
* xyz 1 1
I 1.54 2.52 1.08
N -0.06 -0.53 -1.51
C -0.61 -0.26 -0.41
C -0.60 -1.04 0.77
H -0.30 0.11 -2.30
H -1.29 -1.82 0.88
H 0.28 -1.59 0.95
H 0.61 -1.34 -1.80
H -1.23 0.65 -0.41
H -0.79 -0.45 1.75
H 2.46 3.75 1.02
*
```

=====

Quick look at relative energies in hartree: run 1 0.0185; run 2 0.0000.

=====

Run 1
The following is a quantum chemistry calculation of C6H4Cl2N2 in the gas phase, from the OMol25 dataset.

Computed properties:
- SMILES string = N#C[C@]1(Cl)CC[C@@]1(Cl)C#N
- molecular weight (g/mol) = 175.02
- HOMO level (eV) = -11.12
- frontier orbital gap (eV) = 11.55

```
! RIJCOSX wB97M-V def2-TZVPD def2/J DEFGRID3
* xyz 0 1
Cl 0.45 -1.93 0.96
Cl 1.13 1.66 -1.29
N 0.67 -1.67 -2.80
N 2.26 0.65 2.16
C 0.73 0.69 0.06
C 1.68 0.67 1.19
C -0.73 0.88 0.63
C 0.16 -0.86 -0.44
C 0.49 -1.34 -1.72
C -1.28 -0.32 -0.19
H -1.77 -0.07 -1.08
H -0.82 0.77 1.65
H -1.91 -1.13 0.40
H -1.07 1.98 0.47
*
```

=====

Run 2
The following is a quantum chemistry calculation of C6H4Cl2N2 in the gas phase, from the OMol25 dataset.

Computed properties:
- SMILES string = Cl/N=C1/C=CC=C/C1=N/Cl
- molecular weight (g/mol) = 175.02
- HOMO level (eV) = -9.08
- frontier orbital gap (eV) = 7.65

```
! RIJCOSX wB97M-V def2-TZVPD def2/J DEFGRID3
* xyz 0 1
Cl -3.16 -1.41 -0.61
Cl -2.75 1.84 0.58
N -1.76 -1.45 0.37
N -1.26 1.88 -0.27
C -0.79 -0.61 0.21
C 1.58 -0.50 0.72
C 0.29 -0.93 1.16
C 0.64 0.81 -1.18
C -0.66 0.66 -0.54
C 1.72 0.24 -0.59
H 2.80 0.47 -0.90
H -0.06 -1.61 1.87
H 0.89 1.51 -1.94
H 2.52 -0.91 1.11
*
```

=====

Quick look at relative energies in hartree: run 1 0.0000; run 2 0.0817.

=====

Run 1
The following is a quantum chemistry calculation of 2 unconnected molecules or ions with the total composition CH6NPS, from the OMol25 dataset.

Computed properties:
- SMILES string = [H]/N=P\[H].CS
- molecular weight (g/mol) = 95.11
- HOMO level (eV) = -8.88
- frontier orbital gap (eV) = 8.28

```
! RIJCOSX wB97M-V def2-TZVPD def2/J DEFGRID3
* xyz 0 1
S -1.83 1.58 -1.88
P 1.81 -0.52 1.68
N 0.85 -1.67 1.35
C -1.19 0.76 -0.44
H -1.57 1.39 0.34
H 1.06 -2.53 0.83
H -0.72 1.52 -2.68
H -1.67 -0.14 -0.37
H 0.00 0.80 -0.34
H 3.27 -1.18 1.53
*
```

=====

Run 2
The following is a quantum chemistry calculation of 2 unconnected molecules or ions with the total composition CH6NPS, from the OMol25 dataset.

Computed properties:
- molecular weight (g/mol) = 95.11
- HOMO level (eV) = -9.23
- frontier orbital gap (eV) = 8.73

```
! RIJCOSX wB97M-V def2-TZVPD def2/J DEFGRID3
* xyz 0 1
S -2.25 0.34 0.32
P -0.42 -0.79 -0.12
N -0.26 -2.06 0.72
C 0.77 0.47 0.35
H -0.88 -2.89 0.51
H -0.52 -0.23 -2.11
H 0.90 0.27 1.48
H 0.43 1.45 0.11
H 1.66 0.27 -0.17
H -2.42 1.29 -0.56
*
```

=====

Run 3
The following is a quantum chemistry calculation of CH6NPS in the gas phase, from the OMol25 dataset.

Computed properties:
- SMILES string = CSPN
- molecular weight (g/mol) = 95.11
- HOMO level (eV) = -8.79
- frontier orbital gap (eV) = 9.69

```
! RIJCOSX wB97M-V def2-TZVPD def2/J DEFGRID3
* xyz 0 1
S -0.85 0.96 -0.65
P -1.32 -1.00 0.01
N -0.78 -1.10 1.70
C 0.84 1.05 -1.08
H 0.16 -0.55 1.95
H 1.00 0.31 -1.97
H -0.15 -1.63 -0.55
H 1.60 0.91 -0.26
H 1.04 1.98 -1.54
H -1.55 -0.92 2.40
*
```

=====

Quick look at relative energies in hartree: run 1 0.0753; run 2 0.0842; run 3 0.0000.